{
  "formula": "C36H42Cl3GeN2OSiZn",
  "method": "wB97M-V/def2-TZVPD",
  "multiplicity": 2,
  "largest_force_ev_per_a": 4.53,
  "relative_energy_kcal_mol": 61.4,
  "orbital_gap_ha": [0.2606, 0.2772],
  "homo_energy_ev": [-7.38, -8.46],
  "e_lumo_ev": [-0.3, -0.9],
  "symbols": ["Zn", "C", "C", "C", "C", "C", "C", "C", "N", "C", "C", "C", "C", "C", "C", "C", "N", "C", "C", "C", "C", "H", "H", "H", "H", "H", "H", "H", "H", "H", "H", "H", "H", "H", "H", "H", "H", "H", "H", "H", "H", "H", "H", "H", "H", "Cl", "Si", "Cl", "Cl", "C", "Ge", "C", "C", "C", "C", "C", "C", "C", "C", "C", "C", "C", "C", "C", "C", "C", "C", "H", "H", "H", "H", "H", "H", "H", "H", "H", "H", "H", "H", "H", "H", "H", "C", "O", "H", "H", "H"],
  "coordinates": [[13.963393, 11.482974, 8.218365], [14.616070, 18.284181, 5.886834], [15.725626, 17.382369, 6.474272], [16.917661, 17.337649, 5.511433], [16.198616, 17.982608, 7.829100], [15.282271, 15.960011, 6.695677], [16.189885, 14.942538, 6.881994], [15.751988, 13.725944, 7.424522], [14.457474, 13.549442, 7.709130], [13.537761, 14.462478, 7.429447], [13.928893, 15.679008, 6.910193], [12.145857, 13.981593, 7.708209], [11.110203, 14.853192, 7.586946], [9.828399, 14.411793, 7.588707], [9.662899, 13.065717, 7.731217], [10.742689, 12.230759, 7.907932], [12.000441, 12.652976, 7.817342], [8.640535, 15.266663, 7.180364], [7.844316, 14.756988, 5.960003], [9.093536, 16.701265, 6.771151], [7.730835, 15.328296, 8.419080], [14.970494, 19.373904, 5.706565], [13.767984, 18.363871, 6.609114], [14.179017, 17.999929, 5.024161], [17.150891, 18.362292, 5.109577], [16.574071, 16.838881, 4.639848], [17.752065, 16.892740, 6.024717], [16.484516, 19.029456, 7.725229], [17.104122, 17.460752, 8.167942], [15.388818, 17.865871, 8.549453], [17.208518, 15.010458, 6.569899], [16.548864, 13.071349, 7.708063], [13.223370, 16.493185, 6.786724], [11.359348, 15.889182, 7.396035], [8.677545, 12.605881, 7.851974], [10.535506, 11.153073, 8.004116], [8.420217, 14.739609, 5.136889], [7.153940, 15.617907, 5.779169], [7.271644, 13.810477, 5.902648], [9.902436, 16.672222, 6.053611], [9.547969, 17.223129, 7.619038], [8.321226, 17.304894, 6.355490], [7.240318, 14.418231, 8.683051], [6.958248, 16.077223, 8.172577], [8.224143, 15.670679, 9.278715], [12.089585, 9.117704, 5.854898], [13.997529, 9.965663, 6.362661], [13.695036, 11.190809, 10.349041], [14.278187, 11.141699, 4.650809], [18.188999, 10.992117, 5.154658], [18.081347, 11.121895, 7.112778], [18.798509, 9.612197, 8.063994], [20.149713, 9.257853, 7.863348], [20.676172, 8.133595, 8.488229], [19.875378, 7.334580, 9.300183], [18.555570, 7.739418, 9.538685], [18.015254, 8.831898, 8.909928], [19.015071, 12.782395, 7.583173], [19.785844, 13.471812, 6.674849], [20.225502, 14.799089, 6.883088], [20.022911, 15.337002, 8.057616], [19.336060, 14.665063, 9.069172], [19.100031, 15.299890, 10.311127], [18.267290, 14.709547, 11.231931], [17.888377, 13.352239, 11.092257], [18.165577, 12.687237, 9.954970], [18.805704, 13.349433, 8.856798], [17.648582, 10.129282, 4.752428], [19.194065, 11.011206, 4.696122], [17.661528, 11.953616, 4.872296], [20.741438, 9.829602, 7.235804], [21.758503, 7.895666, 8.299885], [20.276452, 6.448958, 9.760816], [17.912371, 7.182657, 10.191386], [16.872510, 9.023332, 9.039703], [20.025613, 13.022762, 5.705716], [20.814665, 15.302760, 6.073302], [20.446565, 16.327972, 8.334249], [19.465090, 16.321993, 10.440518], [17.842517, 15.257746, 12.043375], [17.240861, 12.953912, 11.934457], [17.720366, 11.727491, 9.683249], [15.140947, 7.777826, 5.195045], [15.194049, 8.790235, 6.189956], [14.632062, 8.202782, 4.421494], [14.705129, 6.914084, 5.621542], [16.207417, 7.647704, 4.914771]],
  "forces_ev_per_a": [[-0.744, 0.337, -0.476], [1.004, 2.717, 3.485], [0.492, 1.112, -0.736], [-0.611, 2.063, -0.086], [-0.010, -0.586, -0.429], [-1.000, 0.313, 0.594], [-0.418, -1.250, 0.016], [-0.595, 2.674, -0.448], [1.570, -1.939, 0.299], [0.235, -0.709, 0.190], [-0.100, 0.645, 0.448], [1.341, -0.505, -0.917], [0.641, 1.480, -0.015], [-1.290, 0.260, -1.671], [-0.951, -1.401, 1.241], [-0.077, -0.927, -0.379], [-0.126, 0.327, 0.490], [-0.088, 0.203, 0.573], [-2.474, 0.892, 1.992], [1.070, -0.783, 1.135], [-1.075, 1.247, -1.654], [-0.274, -1.825, 0.480], [0.644, 0.187, -0.315], [-1.085, -1.449, -3.113], [0.111, -0.763, 0.840], [0.206, -1.047, -0.852], [0.562, -0.152, -0.371], [-0.258, 0.066, -0.114], [-0.356, -0.097, 0.119], [0.187, 0.169, 0.258], [0.604, 0.204, 0.250], [-0.450, -0.955, 0.176], [-0.048, -0.358, -0.095], [-0.166, -0.075, 0.155], [0.223, 0.282, -0.425], [0.534, 0.520, 0.074], [2.433, -0.046, -2.932], [-0.017, -0.982, -0.004], [0.337, 0.420, 0.963], [0.063, -0.237, -0.530], [-0.326, 0.056, 0.144], [-0.804, 0.312, -0.126], [-0.260, -0.843, -0.133], [-0.017, -0.319, 0.312], [0.965, 0.568, 1.178], [0.558, 0.047, 0.351], [0.697, -0.602, -0.191], [0.177, -0.026, 0.428], [0.079, 0.323, -0.344], [-0.459, 1.036, -0.404], [0.339, -0.169, -0.687], [0.562, -0.508, 0.049], [-1.887, -0.996, 1.469], [1.112, -0.259, -0.378], [-0.305, 0.866, 0.018], [0.583, -0.787, 0.040], [-2.071, 0.692, -0.240], [0.252, -0.412, -0.238], [-0.537, -0.261, -1.091], [1.454, -1.261, -3.238], [0.481, 2.747, 2.549], [-0.542, -1.058, 1.067], [-0.818, 0.285, 0.153], [0.732, -0.254, -0.504], [-1.419, 0.477, 1.762], [-0.448, -0.295, -2.020], [0.768, 1.199, 0.996], [-0.050, 0.280, 0.173], [-0.276, 0.006, 0.461], [0.476, -1.138, -0.175], [1.191, 1.090, -1.136], [-1.246, 0.057, 0.287], [0.044, -0.150, 0.144], [-0.074, -0.411, 0.237], [2.238, -0.099, -0.186], [-0.254, 0.066, 0.279], [-0.652, -0.460, 0.908], [-0.447, -0.628, -0.396], [-0.189, -0.254, 0.041], [0.234, 0.322, 0.623], [0.928, 0.103, -1.369], [0.236, -0.062, 0.690], [2.818, 0.774, 1.657], [-1.156, 1.138, 1.308], [-1.565, 0.352, -2.650], [-0.447, -1.086, 0.046], [-0.714, -0.497, -0.075]],
  "mulliken_charge": [0.9776, -2.0164, 1.9623, -1.9214, -1.4585, 0.3106, -0.2057, -0.5672, -0.3384, -0.4405, 0.2634, -0.6021, 0.5833, 0.1485, -0.6321, -0.8600, -0.2406, 2.1335, -1.7136, -2.1115, -1.7268, 0.3448, 0.3996, 0.5545, 0.4151, 0.4528, 0.3622, 0.4276, 0.2779, 0.3528, 0.4172, 0.3403, 0.1396, 0.2356, 0.3666, 0.3669, 0.5265, 0.4347, 0.2791, 0.5207, 0.3937, 0.4578, 0.3950, 0.4169, 0.4367, -0.3929, 0.4131, -0.5877, -0.3718, -1.0806, 0.5852, -0.1173, -0.4723, -0.4319, -0.5093, -0.5354, 0.3878, 1.4027, -0.2768, -0.8512, -0.6845, 0.7421, -0.9810, -0.6665, -0.7601, -0.2974, -0.3564, 0.3108, 0.4010, 0.3118, 0.4682, 0.2939, 0.3960, 0.4060, 0.1299, 0.2666, 0.3419, 0.3053, 0.3512, 0.4511, 0.2911, 0.3060, -0.9546, -0.0713, 0.5013, 0.2450, 0.2324]
}